Here is a structure of composition C21H19IrN9O7 in a non-equilibrium geometry from the OMol25 dataset. Energies are from wB97M-V/def2-TZVPD.

Energy relative to the best compared isomer or geometry (same formula, charge and spin) ... 131.1 kJ/mol
Orbital gap ... 5.48 eV
DFT total energy ... -1934.9046 a.u.
Total charge ... +1

Each line ends with the natural charge from an NBO analysis.
CARTESIAN COORDINATES (ANGSTROEM)
Ir: 0.82079 -0.37976 -0.12448  1.0390
N: 1.41717 -0.60209 3.90648  -0.3073
C: 0.47980 -0.51097 2.97033  0.2461
N: 1.07829 -0.73089 1.80610  -0.4697
C: 2.38100 -0.97362 2.11658  0.2872
N: 2.64032 -0.89163 3.39049  -0.1956
C: 3.25238 -1.34955 1.00854  0.0926
C: 4.55807 -1.78153 1.11428  0.0642
N: 5.24582 -2.17121 0.04379  -0.3203
C: 4.62282 -2.11940 -1.12820  0.0354
C: 3.31288 -1.68097 -1.26565  0.0321
N: 2.63340 -1.29090 -0.18597  -0.3687
H: 1.31539 -0.47433 4.90189  0.4495
H: -0.56378 -0.29240 3.13403  0.2688
H: 5.04670 -1.82194 2.08063  0.2367
H: 5.17991 -2.43839 -1.99990  0.2316
H: 2.82413 -1.60680 -2.22188  0.2410
C: -3.83246 -0.77651 -0.30071  -0.4113
N: -3.39078 -1.53977 0.84781  -0.4535
C: -4.21527 -1.46058 2.02993  -0.3993
C: -1.98272 -1.72162 1.04772  -0.2115
C: -1.32563 -2.37925 -0.15195  -0.1320
C: -1.90707 -3.53792 -0.67303  -0.1606
C: -1.44577 -4.13546 -1.83353  -0.2136
C: -0.38695 -3.56952 -2.52792  -0.1862
C: 0.23242 -2.43326 -2.02385  -0.2990
C: -0.22759 -1.87719 -0.83793  0.0680
H: -4.89088 -0.97363 -0.47088  0.2105
H: -3.28618 -1.08459 -1.19283  0.2039
H: -3.70405 0.30919 -0.18371  0.1741
H: -5.25829 -1.62162 1.75580  0.2119
H: -4.16237 -0.49141 2.55465  0.1676
H: -3.92680 -2.24303 2.73428  0.1941
H: -1.85820 -2.35694 1.93147  0.2051
H: -1.46394 -0.76966 1.26177  0.1441
H: -2.76805 -3.94374 -0.15414  0.2340
H: -1.92620 -5.02791 -2.21119  0.2297
H: -0.03172 -4.00859 -3.45150  0.2258
H: 1.05167 -1.98825 -2.56894  0.2015
O: 2.08590 6.58632 -2.12986  -0.3586
N: 1.02070 6.44628 -1.56791  0.5368
O: 0.24799 7.32809 -1.26864  -0.3438
C: 0.63522 5.06760 -1.20674  -0.0331
C: 1.41374 4.02827 -1.61537  -0.0975
C: 1.00980 2.74359 -1.25347  -0.1173
C: -0.08302 2.44106 -0.37533  0.4954
O: -0.33244 1.29326 0.13011  -0.6970
C: -0.86268 3.59488 -0.05989  -0.0821
C: -0.52397 4.85438 -0.46597  -0.0882
N: -2.10082 3.50168 0.77629  0.5396
O: -2.85016 4.45016 0.73239  -0.3482
O: -2.27787 2.48939 1.41558  -0.3594
N: 1.79707 1.67137 -1.77923  0.5415
O: 2.95612 1.79515 -2.02326  -0.2538
O: 1.19298 0.57609 -2.01544  -0.4839
H: 2.29234 4.19282 -2.22380  0.2851
H: -1.15916 5.68729 -0.19788  0.2982

Atoms 1-3, force components in eV/Å:
Ir 1.7 3.1 -0.3
N 0.3 -0.1 0.1
C 0.2 0.1 0.0

Here is a structure of composition C21H19MgNO2S4Se from the OMol25 dataset. Energies are from wB97M-V/def2-TZVPD.

Energy relative to the best compared isomer or geometry (same formula, charge and spin) ... 45.3 kJ/mol
Orbital gap ... 6.23 eV
DFT total energy ... -5211.4211 a.u.
Total charge ... -2

Each line ends with the natural charge from an NBO analysis.
CARTESIAN COORDINATES (ANGSTROEM)
Mg: -0.20073 2.44169 0.09119  1.6451
S: -1.06455 2.64536 -2.29468  -0.7559
S: 0.49078 3.90143 -2.84047  -0.0949
S: 0.45282 5.39623 -1.42741  -0.1013
S: 1.16911 4.54396 0.31429  -0.7560
Se: -2.69735 2.61586 1.26145  -0.5084
C: -2.90541 1.53094 2.80777  -0.1474
C: -4.18128 1.31414 3.34408  -0.2669
C: -4.36834 0.52228 4.46723  -0.2226
C: -3.28614 -0.08378 5.09416  -0.2812
C: -2.01298 0.12244 4.57513  -0.2016
C: -1.82438 0.91601 3.45408  -0.2577
H: -5.03048 1.78072 2.85911  0.2064
H: -5.37076 0.37166 4.85518  0.1876
H: -3.43135 -0.70594 5.96969  0.1884
H: -1.15473 -0.34385 5.04643  0.1970
H: -0.82683 1.06095 3.05756  0.2241
C: 0.26040 -3.88145 0.60083  -0.6254
C: -0.33051 -2.61059 0.04932  -0.0279
C: -1.46129 -2.06628 0.64201  -0.2491
C: -2.01580 -0.89492 0.14564  -0.1910
C: -1.40958 -0.24160 -0.90629  -0.2767
C: -0.24096 -0.74741 -1.48040  0.1773
N: 0.34444 -0.01216 -2.52240  -0.6825
C: 1.70928 0.35805 -2.57605  0.1922
C: 2.21363 0.66050 -3.84259  -0.2319
C: 3.53448 1.02365 -4.02416  -0.2155
C: 4.39381 1.06441 -2.93406  -0.2593
C: 3.89355 0.78493 -1.67424  -0.1625
C: 2.55340 0.46441 -1.46963  -0.1704
C: 2.10779 0.38650 -0.01609  0.7998
O: 2.76687 -0.29123 0.76755  -0.6919
O: 1.10383 1.11638 0.26934  -0.9377
C: 0.27326 -1.97982 -1.04512  0.0032
C: 1.45314 -2.63750 -1.71265  -0.6581
H: -0.26420 -4.18060 1.50876  0.2031
H: 1.31678 -3.74341 0.84234  0.2190
H: 0.19313 -4.70427 -0.11727  0.1948
H: -1.90129 -2.55184 1.50606  0.1927
H: -2.88886 -0.45669 0.61183  0.2258
H: -1.81038 0.70146 -1.26312  0.2335
H: -0.22257 0.78961 -2.78364  0.4263
H: 1.53520 0.60670 -4.68584  0.2072
H: 3.89331 1.27369 -5.01592  0.1916
H: 5.43621 1.32937 -3.06387  0.1917
H: 4.53111 0.84443 -0.80099  0.2180
H: 1.60897 -2.25221 -2.71711  0.2231
H: 1.29639 -3.71672 -1.78616  0.1930
H: 2.36905 -2.46550 -1.14085  0.2332

Atoms 1-3, force components in eV/Å:
Mg -0.5 0.7 -0.1
S -0.2 0.9 0.1
S 0.1 0.3 0.0

Here is the molecule C21H19N3O2 in a non-equilibrium geometry from the OMol25 dataset. Energies are from wB97M-V/def2-TZVPD.

Energy relative to the best compared isomer or geometry (same formula, charge and spin) ... 225.2 kJ/mol
Orbital gap ... 8.88 eV
SMILES ... COc1ccc(CCc2nc(-c3ccc(-n4cccc4)cc3)no2)cc1
DFT total energy ... -1126.3575 a.u.
Total charge ... 0

Each line ends with the natural charge from an NBO analysis.
CARTESIAN COORDINATES (ANGSTROEM)
C: 5.04983 1.64046 -1.81168  -0.2535
O: 4.92359 0.25344 -2.00643  -0.5111
C: 4.46359 -0.50930 -0.97514  0.3796
C: 4.09117 -0.02537 0.27286  -0.3259
C: 3.64490 -0.90227 1.24790  -0.1848
C: 3.55839 -2.26411 1.00842  -0.0641
C: 3.02810 -3.20392 2.05572  -0.4052
C: 1.54814 -3.52536 1.78697  -0.4573
C: 0.73804 -2.28649 1.77289  0.5449
N: -0.08319 -1.89411 0.85193  -0.4993
C: -0.55507 -0.70232 1.33643  0.2847
C: -1.53645 0.10263 0.64269  -0.0549
C: -2.00347 1.29073 1.20309  -0.1618
C: -2.95653 2.03908 0.54712  -0.2399
C: -3.46872 1.61345 -0.68019  0.1831
N: -4.44502 2.36323 -1.33442  -0.3495
C: -5.39821 3.13731 -0.73127  -0.0533
C: -6.17835 3.70343 -1.69575  -0.2921
C: -5.67591 3.27195 -2.94376  -0.2891
C: -4.62152 2.44581 -2.68842  -0.0615
C: -2.99462 0.42680 -1.24070  -0.2404
C: -2.03673 -0.31900 -0.58738  -0.1644
N: -0.03449 -0.39543 2.49776  -0.1581
O: 0.80778 -1.42139 2.79329  -0.2858
C: 3.92884 -2.73954 -0.24546  -0.1855
C: 4.37733 -1.88012 -1.22375  -0.2746
H: 4.08315 2.10677 -1.59496  0.1765
H: 5.43689 2.03570 -2.74964  0.2003
H: 5.75368 1.87101 -1.00512  0.1753
H: 4.14257 1.02746 0.50168  0.2203
H: 3.36220 -0.50883 2.21411  0.2174
H: 3.59280 -4.13788 2.04571  0.2192
H: 3.12000 -2.75144 3.04437  0.2198
H: 1.16757 -4.18847 2.56815  0.2354
H: 1.42568 -4.01024 0.81869  0.2409
H: -1.60450 1.61189 2.15220  0.2321
H: -3.30060 2.96723 0.97677  0.2223
H: -5.47823 3.19523 0.33574  0.2123
H: -7.01552 4.35369 -1.53593  0.2227
H: -6.05269 3.54220 -3.91032  0.2226
H: -3.96181 1.94666 -3.36952  0.2138
H: -3.39598 0.08097 -2.18076  0.2223
H: -1.67011 -1.24098 -1.01051  0.2368
H: 3.87001 -3.79818 -0.45363  0.2075
H: 4.67041 -2.24364 -2.19592  0.2225

Atoms 1-3, force components in eV/Å:
C 0.0 0.2 0.0
O -0.1 -0.4 0.0
C 0.0 -0.1 0.0